# C44H89Cl4N7O4

A cluster of 9 separate species, C44H89Cl4N7O4 in total (ωB97M-V/def2-TZVPD, OMol25).

```
148
Properties=species:S:1:pos:R:3:mulliken_charge:R:1
C -2.444 -5.540 5.372 -1.58
C -1.710 -4.415 6.156 1.82
C -1.692 -4.794 7.679 -1.98
C -0.235 -4.291 5.786 -2.16
C -0.016 -3.671 4.406 0.54
C -0.751 -2.296 4.312 0.05
C -2.215 -2.328 4.765 1.82
C -2.635 -0.848 5.011 -1.67
C -3.082 -2.831 3.596 -1.57
N -2.270 -3.038 6.067 0.22
O -3.648 -3.030 6.541 -0.52
H -2.341 -5.498 4.310 0.10
H -2.140 -6.523 5.703 0.43
H -3.506 -5.428 5.632 0.36
H -0.991 -5.618 7.812 0.42
H -1.177 -3.966 8.194 0.45
H -2.675 -4.954 8.095 0.44
H 0.295 -3.733 6.521 0.48
H 0.220 -5.250 5.897 0.64
H 1.045 -3.555 4.163 0.89
H -0.422 -4.430 3.658 -0.75
H -0.645 -1.862 3.323 -1.21
H -0.212 -1.567 4.902 0.55
H -2.391 -0.284 4.127 0.08
H -2.149 -0.460 5.921 0.48
H -3.721 -0.822 5.137 0.43
H -2.764 -3.817 3.225 0.16
H -3.070 -2.095 2.813 0.37
H -4.139 -2.936 3.905 0.43
H -3.578 -2.782 7.472 0.34
C 2.682 6.306 -1.764 -1.61
C 1.413 5.802 -2.476 1.59
C 0.282 6.771 -2.068 -1.97
C 1.518 5.920 -3.972 -1.40
C 2.528 4.948 -4.514 -0.71
C 1.906 3.526 -4.285 -1.22
C 1.798 3.272 -2.745 2.25
C 0.927 2.004 -2.646 -0.88
C 3.160 2.898 -2.095 -1.55
N 1.038 4.392 -2.202 0.81
O 0.904 4.212 -0.733 -0.41
H 2.601 6.292 -0.661 0.16
H 3.591 5.744 -2.047 0.26
H 2.756 7.367 -1.999 0.53
H 0.506 7.804 -2.356 0.56
H -0.637 6.528 -2.606 0.38
H 0.100 6.705 -0.990 0.30
H 0.563 5.705 -4.400 0.38
H 1.824 6.885 -4.354 0.46
H 2.650 5.142 -5.559 0.46
H 3.453 5.024 -3.971 0.32
H 2.385 2.661 -4.740 0.30
H 0.924 3.508 -4.777 0.45
H -0.079 2.044 -3.049 0.53
H 0.730 1.626 -1.628 -0.61
H 1.380 1.115 -3.064 -0.41
H 3.061 2.342 -1.146 0.24
H 3.823 3.745 -1.916 0.36
H 3.679 2.340 -2.889 0.39
H -0.040 4.321 -0.559 0.03
C 0.029 3.100 2.213 -1.40
C -1.413 3.537 1.881 1.70
C -2.411 2.680 2.633 -1.24
C -1.466 5.030 2.349 -1.62
C -2.709 5.785 1.917 -0.70
C -2.736 5.703 0.389 -0.82
C -2.806 4.265 -0.136 1.96
C -4.200 3.651 0.216 -1.77
C -2.746 4.296 -1.628 -1.72
N -1.603 3.597 0.429 -0.02
O -1.533 2.329 -0.147 1.08
H 0.282 3.131 3.285 0.56
H 0.197 2.076 1.844 -0.05
H 0.796 3.773 1.780 0.18
H -3.426 2.829 2.316 0.22
H -2.176 1.624 2.618 -0.24
H -2.388 2.989 3.689 0.43
H -1.385 4.982 3.425 0.53
H -0.597 5.590 1.996 0.26
H -3.636 5.399 2.378 0.29
H -2.643 6.831 2.269 0.48
H -1.773 6.188 0.094 -0.34
H -3.484 6.415 -0.021 0.47
H -4.211 2.571 0.045 0.16
H -4.903 4.104 -0.521 0.47
H -4.486 3.791 1.252 0.36
H -2.870 3.332 -2.084 0.14
H -1.792 4.693 -1.967 0.20
H -3.431 4.990 -2.062 0.56
H -0.750 2.516 -0.675 -0.17
C 4.257 -1.332 -4.215 -1.83
C 2.902 -1.739 -4.881 1.72
C 2.256 -0.524 -5.497 -1.89
C 3.098 -2.780 -5.971 -1.26
C 3.371 -4.157 -5.420 -0.76
C 2.246 -4.573 -4.471 -1.42
C 2.036 -3.583 -3.325 2.18
C 0.646 -3.995 -2.775 -2.06
C 3.049 -3.664 -2.202 -1.32
N 1.843 -2.298 -3.936 0.01
O 1.656 -1.359 -2.893 0.18
H 4.842 -2.227 -3.963 0.39
H 4.085 -0.816 -3.272 0.23
H 4.715 -0.755 -4.980 0.60
H 2.288 0.322 -4.819 0.07
H 1.231 -0.740 -5.746 0.48
H 2.788 -0.128 -6.345 0.58
H 2.186 -2.947 -6.552 0.32
H 3.864 -2.343 -6.599 0.49
H 4.275 -4.198 -4.808 0.30
H 3.509 -4.874 -6.264 0.41
H 2.318 -5.600 -4.101 0.50
H 1.321 -4.573 -5.085 0.38
H 0.561 -5.017 -2.395 0.43
H 0.335 -3.309 -1.989 -0.07
H -0.086 -3.984 -3.588 0.49
H 3.175 -4.678 -1.829 0.36
H 4.047 -3.369 -2.544 0.31
H 2.740 -2.933 -1.443 0.10
H 0.724 -1.104 -3.060 0.12
Cl -0.766 -6.951 1.990 -0.19
C 0.589 -5.884 1.512 0.71
Cl 1.928 -6.723 0.679 -0.18
H 0.146 -5.156 0.832 -0.45
H 1.067 -5.356 2.319 0.14
Cl 2.357 0.323 3.913 -0.08
C 3.496 -0.981 4.188 -0.09
Cl 5.062 -0.359 4.719 -0.19
H 3.098 -1.661 4.940 0.18
H 3.667 -1.525 3.262 0.17
C -2.424 -5.147 -1.819 -1.01
C -2.150 -4.154 -0.742 0.28
N -1.938 -3.261 -0.053 -0.11
H -2.248 -4.668 -2.809 0.24
H -3.491 -5.387 -1.682 0.40
H -1.769 -6.024 -1.671 0.28
C -3.119 -0.183 -1.134 -0.66
C -2.028 -0.501 -2.038 0.40
N -1.215 -0.801 -2.777 -0.53
H -2.752 0.211 -0.174 -0.15
H -3.624 -1.096 -0.850 0.47
H -3.834 0.481 -1.646 0.42
C 0.307 -0.992 0.787 1.30
C 1.241 -1.996 1.297 -0.33
N 1.849 -2.840 1.792 -0.60
H 0.859 -0.183 0.342 0.17
H -0.274 -0.606 1.637 -0.10
H -0.407 -1.386 0.095 -0.56
```

Results
**SMILES**: CC1(C)CCCC(C)(C)N1O.CC1(C)CCCC(C)(C)N1O.CC1(C)CCCC(C)(C)N1O.CC1(C)CCCC(C)(C)N1O.ClCCl.ClCCl.CC#N.CC#N.CC#N
**E**: -4254.72904 hartree
**LUMO**: 0.41 eV
**HOMO-LUMO gap**: 8.787 eV